# 1
149
Properties=species:S:1:pos:R:3:forces:R:3 method="wB97M-V/def2-TZVPD" charge=+1 e_homo_ev=-11.5
C -4.465 -1.688 4.178 0.669 0.275 0.233
C -2.888 -1.910 4.123 -1.079 0.729 -0.229
C -2.307 -1.076 2.907 1.168 -0.504 0.650
C -1.193 -1.934 2.195 0.048 0.656 -0.575
C -1.737 -3.171 1.390 0.115 -0.074 0.891
C -2.867 -2.840 0.346 0.591 -0.442 -0.121
C -2.581 -1.604 -0.588 -1.105 0.066 -0.603
C -2.127 -1.978 -2.051 0.661 0.400 0.229
C -0.888 -2.976 -2.119 0.086 0.648 -0.514
C 0.392 -2.235 -2.711 -0.369 -0.676 0.895
C 1.040 -1.262 -1.635 -1.316 0.623 -0.864
C 0.858 0.254 -2.093 0.443 -1.087 0.750
C 1.897 1.134 -1.308 -0.176 0.968 -0.073
C 1.336 2.550 -0.887 -0.598 -0.229 -0.980
C 0.101 2.410 0.088 0.935 1.236 0.013
C -0.388 3.859 0.545 0.115 -0.538 -2.270
N -1.116 3.864 1.871 0.248 -0.285 -0.515
C -0.279 3.481 3.074 1.223 -0.585 1.275
C 1.266 3.721 2.922 -0.024 -1.389 -0.556
S 2.027 3.318 4.570 -0.343 -0.859 -0.128
C 2.054 1.508 4.641 1.868 -2.384 0.262
N 3.102 0.775 5.043 -0.395 2.589 -0.544
N 2.828 -0.559 5.015 -3.719 1.260 -0.992
C 1.547 -0.596 4.590 3.004 -1.228 0.854
O 1.026 0.619 4.333 -0.214 0.189 0.066
P -2.400 2.582 1.743 -1.921 -1.378 2.149
S -3.567 2.670 3.301 0.693 0.186 -0.763
B -1.884 5.184 2.021 -1.612 2.679 0.461
O -1.486 6.152 2.934 -0.433 -1.873 -0.920
C -3.177 5.560 1.119 0.267 0.237 -0.409
C -4.510 5.738 1.985 0.445 -1.132 0.110
H -4.620 -0.770 4.814 -0.205 -0.905 -0.640
H -4.860 -1.467 3.148 0.275 -0.368 0.994
H -5.015 -2.553 4.616 0.414 0.722 -0.295
H -2.458 -1.516 5.083 -0.266 -0.452 -0.893
H -2.610 -2.993 4.063 -0.328 0.943 -0.155
H -1.835 -0.141 3.337 -0.378 -0.813 -0.432
H -3.084 -0.722 2.181 0.459 -0.563 0.595
H -0.439 -2.252 2.969 -0.780 0.090 -0.717
H -0.621 -1.277 1.478 -0.406 -0.521 0.633
H -0.858 -3.697 0.930 -0.877 0.548 0.218
H -2.145 -3.893 2.155 0.267 0.551 -0.882
H -3.851 -2.762 0.886 0.928 0.181 -0.508
H -2.960 -3.740 -0.326 -0.015 0.780 0.671
H -3.561 -1.048 -0.692 0.959 -0.356 0.107
H -1.852 -0.859 -0.178 -0.444 -0.741 -0.056
H -2.987 -2.332 -2.685 0.761 0.114 0.846
H -1.790 -1.016 -2.535 -0.444 -0.829 0.355
H -0.577 -3.366 -1.123 -0.564 0.164 -0.749
H -1.186 -3.842 -2.764 0.498 0.644 0.571
H 0.044 -1.661 -3.609 0.718 -0.601 0.568
H 1.148 -3.021 -2.949 -0.623 0.691 -0.278
H 2.122 -1.459 -1.450 -0.871 -0.037 -0.139
H 0.432 -1.401 -0.694 0.997 0.145 -0.576
H 1.006 0.326 -3.199 0.026 0.137 1.004
H -0.213 0.511 -1.891 0.861 0.050 -0.143
H 2.269 0.655 -0.359 -0.384 0.092 -0.979
H 2.773 1.289 -1.999 -0.702 -0.111 0.848
H 0.953 3.037 -1.833 0.370 -0.319 0.886
H 2.138 3.227 -0.496 -0.638 -0.659 0.003
H -0.720 1.940 -0.505 0.608 0.015 0.843
H 0.406 1.828 0.993 -0.403 0.122 -0.835
H 0.419 4.630 0.460 -0.620 -0.692 0.652
H -1.154 4.152 -0.230 0.689 0.017 0.874
H -0.603 4.009 4.011 -0.089 -0.269 -1.234
H -0.454 2.387 3.280 0.301 1.024 -0.204
H 1.553 4.738 2.566 -0.233 -0.619 0.838
H 1.746 2.997 2.207 -0.629 0.749 0.525
H 1.096 -1.605 4.470 -0.456 1.502 -0.198
H -1.768 1.296 1.815 0.325 0.922 -0.669
H -3.096 2.669 0.510 0.850 0.315 0.031
H -2.205 6.812 2.992 0.613 -0.128 0.009
H -2.962 6.574 0.669 0.065 -1.032 0.288
H -3.312 4.872 0.244 -0.158 0.649 0.675
H -4.229 5.557 3.056 -0.674 0.529 -0.821
H -5.016 6.719 1.835 0.509 -0.823 0.153
H -5.209 4.899 1.724 0.511 0.970 0.292
C 4.466 4.455 -5.235 -0.025 -0.140 0.047
C 3.834 3.301 -5.032 -0.157 -0.157 0.119
C 2.373 3.258 -4.796 0.060 -0.034 -0.079
O 1.793 2.205 -4.608 -0.022 0.127 0.106
C 1.641 4.546 -4.797 -0.081 0.143 0.040
C 2.273 5.700 -5.000 -0.224 -0.057 0.068
C 3.736 5.743 -5.235 0.254 0.145 -0.103
O 4.311 6.795 -5.422 -0.120 -0.072 0.065
H 5.533 4.505 -5.408 -0.010 -0.013 -0.033
H 4.359 2.347 -5.030 -0.476 0.471 -0.035
H 0.572 4.495 -4.624 -0.009 -0.031 -0.038
H 1.755 6.651 -5.003 0.047 0.019 -0.030
C -6.792 3.447 4.410 0.040 -0.066 0.040
C -7.406 2.287 4.620 0.222 -0.013 -0.059
C -8.864 2.220 4.854 -0.124 -0.158 0.049
O -9.411 1.155 5.046 -0.026 0.017 -0.062
C -9.618 3.495 4.845 -0.007 0.231 -0.014
C -9.003 4.659 4.633 -0.140 -0.132 0.030
C -7.542 4.724 4.398 -0.008 0.198 0.008
O -6.978 5.783 4.203 0.002 -0.120 -0.023
H -5.726 3.505 4.238 -0.125 0.138 0.025
H -6.871 1.345 4.630 -0.037 -0.025 0.016
H -10.685 3.426 5.017 0.011 -0.041 0.003
H -9.537 5.601 4.623 0.041 0.011 -0.007
C 8.464 1.283 -2.839 -0.044 0.216 -0.033
C 7.642 1.893 -3.690 0.082 0.063 0.080
C 6.761 1.120 -4.594 0.021 -0.109 -0.130
O 6.009 1.679 -5.374 0.754 -0.339 0.052
C 6.826 -0.355 -4.515 -0.052 -0.105 0.087
C 7.647 -0.967 -3.664 -0.189 0.027 -0.063
C 8.529 -0.195 -2.760 0.125 -0.187 0.106
O 9.277 -0.750 -1.983 -0.065 0.085 -0.071
H 9.116 1.832 -2.171 0.017 -0.040 0.008
H 7.580 2.973 -3.762 -0.006 -0.006 -0.029
H 6.174 -0.903 -5.183 0.043 0.026 -0.046
H 7.708 -2.045 -3.594 0.043 0.023 -0.011
C 10.868 -5.223 -6.454 -0.224 -0.021 -0.004
C 9.735 -4.526 -6.385 0.064 -0.155 -0.009
C 9.748 -3.060 -6.179 -0.126 0.068 -0.023
O 8.714 -2.423 -6.113 0.106 -0.078 -0.004
C 11.067 -2.399 -6.054 0.160 0.016 0.004
C 12.199 -3.095 -6.123 -0.084 0.208 0.030
C 12.188 -4.562 -6.330 0.233 -0.142 -0.019
O 13.218 -5.197 -6.395 -0.116 0.070 0.010
H 10.878 -6.296 -6.604 0.050 0.008 -0.001
H 8.762 -4.992 -6.474 -0.011 0.042 -0.001
H 11.056 -1.326 -5.905 -0.038 -0.004 -0.004
H 13.172 -2.628 -6.034 0.013 -0.050 -0.006
C 2.789 -5.871 2.173 -0.063 0.237 -0.050
C 1.957 -5.276 1.321 0.102 0.013 0.134
C 1.076 -6.065 0.430 -0.104 0.020 -0.130
O 0.318 -5.520 -0.349 0.090 -0.035 0.107
C 1.153 -7.540 0.524 0.055 -0.156 0.054
C 1.985 -8.136 1.376 -0.154 -0.013 -0.154
C 2.867 -7.348 2.268 0.159 -0.181 0.155
O 3.623 -7.889 3.045 -0.080 0.088 -0.078
H 3.442 -5.311 2.832 0.023 -0.051 0.015
H 1.887 -4.198 1.239 -0.018 -0.003 -0.044
H 0.501 -8.099 -0.135 -0.012 0.044 -0.014
H 2.055 -9.214 1.457 0.033 0.016 0.035
C -8.505 -3.910 0.879 -0.111 0.059 -0.170
C -9.293 -2.994 0.318 0.100 -0.191 -0.015
C -9.573 -1.705 0.993 -0.168 0.120 -0.100
O -10.292 -0.869 0.485 0.111 -0.060 0.037
C -8.942 -1.475 2.313 0.106 0.071 0.139
C -8.154 -2.390 2.872 -0.018 0.165 0.056
C -7.873 -3.678 2.199 0.108 -0.183 0.095
O -7.151 -4.511 2.708 -0.020 0.111 -0.060
H -8.289 -4.857 0.401 0.018 -0.011 0.043
H -9.762 -3.146 -0.646 -0.025 0.039 0.016
H -9.155 -0.527 2.793 -0.063 -0.015 0.010
H -7.685 -2.236 3.836 -0.006 -0.050 0.006


# 2
19
Properties=species:S:1:pos:R:3:forces:R:3 method="wB97M-V/def2-TZVPD" charge=+1 e_homo_ev=-11.2
C -0.977 -0.966 0.864 3.704 -1.966 0.908
C -1.531 -0.118 -1.167 0.655 -1.259 0.089
C 2.490 0.210 0.057 -0.861 -1.034 2.741
C -0.038 1.679 0.257 0.979 0.755 -2.127
N 3.350 -0.794 0.060 -0.819 2.683 -2.324
N -2.134 -0.555 0.174 -0.299 0.921 -3.076
P 0.222 -0.044 -0.356 0.300 0.113 -0.616
H -0.828 -2.077 0.639 -0.133 1.452 0.864
H -0.972 -0.691 1.947 0.020 -0.552 -0.926
H -1.797 -0.780 -1.972 0.312 -1.216 0.152
H -1.849 0.774 -1.610 -0.930 1.818 0.323
H 2.638 1.106 -0.513 0.468 -0.119 -1.336
H 0.895 2.355 0.050 -1.926 -1.299 0.545
H -0.156 1.452 1.276 -0.095 0.783 1.592
H -0.964 2.084 -0.223 0.925 0.069 0.711
H 3.195 -1.528 0.651 -0.600 -2.086 2.060
H 3.781 -1.096 -0.780 1.252 0.099 -0.807
H -2.822 -1.243 0.050 -1.516 -1.186 0.061
H -2.503 0.232 0.596 -1.436 2.024 1.166


# 3
47
Properties=species:S:1:pos:R:3:forces:R:3 method="wB97M-V/def2-TZVPD" e_homo_ev=-9.4
O 4.532 -0.079 1.470 -0.010 -0.013 -0.112
C 4.089 0.061 0.381 0.038 0.039 0.198
O 3.815 -0.941 -0.492 -0.021 0.014 0.010
C 3.887 1.469 -0.236 -0.009 -0.068 -0.164
F 4.401 2.401 0.578 -0.021 -0.018 -0.032
F 4.547 1.506 -1.419 -0.006 0.012 0.101
C 2.423 1.870 -0.541 -0.042 0.305 0.209
F 2.440 3.002 -1.258 -0.057 -0.150 -0.020
F 1.819 0.890 -1.270 0.265 -0.039 -0.334
C 1.487 2.045 0.673 0.078 -0.101 0.010
F 1.764 3.152 1.364 0.019 -0.068 -0.055
F 1.676 0.959 1.465 -0.061 0.101 0.016
C 0.024 2.114 0.150 -0.096 -0.173 -0.080
O -0.415 3.133 -0.270 -0.058 0.059 0.241
N -0.639 0.843 0.196 -0.107 0.614 -0.575
S -2.294 0.804 0.091 0.180 0.048 0.350
O -2.714 -0.480 0.490 -0.062 -0.224 -0.142
O -2.830 1.992 0.626 0.002 -0.001 0.042
F -2.464 0.858 -1.459 -0.070 0.094 -0.188
H 2.892 -1.222 -0.431 -0.023 -0.051 -0.018
H -0.223 0.231 -0.511 0.090 -0.468 0.432
C -3.867 -1.430 4.810 0.013 0.008 0.014
C -3.575 0.064 4.687 -0.014 -0.007 -0.036
C -2.083 0.059 4.376 -0.031 0.020 -0.004
O -1.831 -1.144 3.652 0.093 -0.006 -0.003
C -2.969 -2.003 3.721 -0.045 0.018 -0.038
H -4.916 -1.683 4.662 -0.003 0.009 -0.004
H -3.561 -1.798 5.791 0.009 0.001 -0.001
H -4.133 0.487 3.850 0.008 0.008 -0.003
H -3.815 0.636 5.583 -0.001 -0.016 0.011
H -1.484 0.059 5.293 -0.011 0.009 0.004
H -1.775 0.910 3.765 0.013 -0.004 -0.005
H -3.475 -2.002 2.750 -0.003 -0.002 0.005
H -2.628 -3.018 3.933 0.014 0.004 0.002
C 0.703 -0.458 -5.206 0.031 0.017 0.021
C 1.501 -1.732 -4.936 -0.034 -0.018 -0.003
C 1.701 -1.654 -3.429 0.065 0.025 -0.017
O 0.547 -0.984 -2.910 -0.091 0.017 0.209
C -0.199 -0.395 -3.981 -0.025 0.007 -0.058
H 0.140 -0.484 -6.137 0.000 -0.014 0.000
H 1.369 0.407 -5.232 -0.004 0.004 0.005
H 0.909 -2.612 -5.196 0.000 -0.001 0.008
H 2.443 -1.780 -5.479 0.002 0.014 0.002
H 2.595 -1.073 -3.178 -0.005 -0.002 -0.011
H 1.779 -2.634 -2.954 -0.018 -0.006 0.003
H -1.118 -0.971 -4.132 0.002 0.006 0.001
H -0.472 0.623 -3.700 0.005 0.000 0.011